Record 1
Density functional theory data (wB97M-V/def2-TZVPD) for a molecular structure, C34H61N4O16V in a non-equilibrium geometry.

Last column: Mulliken spin population.
Atoms and positions in Å:
V 1.07 -1.87 -2.20  2.949
C -0.44 0.19 1.10  0.020
C 0.13 -0.54 -0.07  -0.057
O 0.84 0.07 -0.93  -0.052
O -0.01 -1.80 -0.19  0.029
H -1.33 -0.33 1.46  -0.002
H -0.72 1.20 0.84  -0.001
H 0.30 0.21 1.90  0.002
C 5.36 -1.68 -1.75  -0.002
C 3.96 -1.19 -1.60  0.016
O 3.03 -2.02 -1.40  0.004
N 3.70 0.11 -1.67  0.005
C 4.57 1.10 -2.30  0.001
H 6.10 -0.90 -1.62  0.001
H 5.49 -2.22 -2.68  0.000
H 5.52 -2.42 -0.96  -0.001
H 2.77 0.38 -1.35  0.006
H 3.93 1.86 -2.73  0.000
H 5.14 0.64 -3.10  0.000
H 5.26 1.54 -1.57  0.000
C -3.30 -3.05 -0.65  0.000
C -4.69 -2.55 -0.98  0.000
O -5.42 -2.08 -0.13  0.000
N -5.03 -2.57 -2.29  0.000
C -6.31 -2.04 -2.77  0.000
H -3.39 -4.07 -0.26  0.000
H -2.88 -2.44 0.14  0.000
H -2.62 -3.05 -1.50  0.001
H -4.34 -2.79 -2.98  0.000
H -6.56 -1.14 -2.21  0.000
H -7.11 -2.77 -2.67  0.000
H -6.18 -1.73 -3.81  0.000
C 2.59 -3.09 1.89  -0.002
C 1.41 -3.68 2.63  0.002
O 1.61 -4.43 3.59  0.000
N 0.16 -3.39 2.17  0.001
C -1.05 -3.92 2.73  -0.001
H 2.48 -2.78 0.85  0.014
H 3.29 -3.93 1.86  0.000
H 3.08 -2.30 2.45  0.000
H 0.07 -2.70 1.44  0.003
H -1.71 -4.29 1.94  0.000
H -1.61 -3.16 3.29  0.000
H -0.85 -4.73 3.43  0.000
C 2.02 6.69 0.89  0.000
C 1.70 5.24 0.92  0.000
O 1.28 4.71 1.94  0.000
N 1.98 4.57 -0.24  0.000
C 1.78 3.14 -0.45  0.000
H 1.39 7.22 1.60  0.000
H 1.97 7.14 -0.10  0.000
H 3.05 6.82 1.24  0.000
H 2.36 5.10 -1.00  0.000
H 1.23 2.94 -1.36  0.000
H 1.26 2.72 0.40  0.000
H 2.75 2.63 -0.50  0.000
O 1.18 -0.37 -3.69  0.012
C 0.94 0.67 -4.26  0.003
O 1.61 1.76 -3.99  0.008
C 1.14 2.88 -4.78  0.000
C 0.29 2.28 -5.90  0.001
C -0.09 0.91 -5.32  0.004
H 1.98 3.48 -5.12  0.000
H 0.54 3.53 -4.14  0.000
H 0.90 2.13 -6.79  0.000
H -0.56 2.90 -6.16  0.000
H -0.09 0.08 -6.03  0.000
H -1.08 0.94 -4.85  0.002
O 0.76 -4.04 -1.57  0.015
C 0.68 -4.99 -0.81  0.011
O 1.74 -5.45 -0.16  0.000
C 1.39 -6.54 0.74  0.000
C -0.15 -6.61 0.75  0.000
C -0.54 -5.81 -0.51  -0.001
H 1.78 -6.29 1.72  0.000
H 1.88 -7.43 0.37  0.000
H -0.52 -6.18 1.67  0.000
H -0.44 -7.65 0.64  0.000
H -1.41 -5.17 -0.41  0.000
H -0.75 -6.48 -1.35  0.001
O -0.57 1.01 7.30  0.000
C 0.11 0.70 6.39  0.000
O 1.12 1.48 5.93  0.000
C 1.81 0.88 4.82  0.000
C 1.40 -0.59 4.83  0.001
C 0.06 -0.58 5.56  0.000
H 2.87 1.02 4.99  0.000
H 1.46 1.41 3.93  0.000
H 2.10 -1.22 5.37  0.000
H 1.36 -0.99 3.81  -0.001
H -0.07 -1.43 6.23  0.000
H -0.82 -0.55 4.92  0.000
O -1.67 3.87 -4.07  0.000
C -2.15 2.90 -3.56  0.000
O -3.25 2.30 -4.08  0.000
C -3.59 1.11 -3.36  0.000
C -2.38 0.82 -2.44  0.008
C -1.65 2.15 -2.35  -0.006
H -3.77 0.33 -4.09  0.000
H -4.48 1.31 -2.78  0.000
H -1.71 0.11 -2.93  0.000
H -2.73 0.44 -1.48  0.002
H -0.57 2.05 -2.36  0.003
H -1.91 2.68 -1.44  -0.001
O -2.70 3.97 0.91  0.000
C -2.32 4.04 2.04  0.000
O -2.23 2.94 2.82  0.000
C -1.56 3.25 4.06  0.000
C -1.56 4.78 4.19  0.000
C -1.83 5.27 2.77  0.000
H -0.55 2.84 3.95  0.000
H -2.05 2.75 4.90  0.000
H -0.57 5.04 4.56  0.000
H -2.28 5.13 4.92  0.000
H -0.94 5.64 2.28  0.000
H -2.67 5.97 2.78  0.000

Summary:
**Gap between HOMO and LUMO (alpha / beta)**: 8.5734 / 8.6286 eV
**LUMO energy (alpha / beta)**: -2.8 / -3.0 eV
**Energy**: -100655.8730 eV
**Maximum force**: 2.673 eV Å⁻¹
**Multiplicity**: 4
**Net charge**: +1
**ΔE to the lowest compared entry with this formula, charge and spin**: 0.0 kcal per mole

---

Record 2
Density functional theory data (wB97M-V/def2-TZVPD) for a molecular structure, C9H18ClIN2O2PSTc in a non-equilibrium geometry.

Last column: natural (NBO) charge in e.
Atoms and positions in Å:
C 0.61 1.76 -2.18  -0.827
C -0.18 1.01 -3.11  0.949
H 0.75 2.85 -2.42  0.387
H 1.55 1.25 -1.96  0.306
H -0.04 1.81 -1.29  0.322
O -0.98 0.97 -3.94  -0.175
I -2.65 -1.47 -3.24  0.040
Tc 0.68 -0.26 1.65  0.574
P 1.41 -1.31 -0.47  1.077
C 0.64 -2.17 -1.95  -0.893
C 2.90 -0.79 -1.44  -0.908
H 2.76 -2.61 0.99  0.270
H 2.48 -3.43 -0.60  0.296
H 1.17 -3.41 0.64  0.268
C 2.03 -2.87 0.23  -0.935
H 3.57 -0.22 -0.77  0.281
H 3.38 -1.72 -1.77  0.292
H 1.42 -2.70 -2.54  0.295
H 0.18 -1.45 -2.64  0.219
H 2.66 -0.21 -2.33  0.234
H -0.15 -2.86 -1.62  0.271
C -0.70 -0.13 0.40  0.481
O -1.47 0.29 -0.40  -0.515
Cl 2.75 0.56 1.76  -0.195
S -0.35 1.85 2.35  0.198
C -1.91 1.14 2.62  0.308
N -2.97 0.92 1.77  -0.534
C -3.90 -0.03 2.35  -0.238
C -3.36 -0.27 3.76  -0.239
N -2.19 0.59 3.81  -0.498
H -3.04 1.16 0.77  0.454
H -3.85 -0.93 1.72  0.222
H -4.94 0.34 2.38  0.264
H -2.96 -1.28 3.88  0.232
H -4.09 -0.02 4.54  0.270
H -1.47 0.52 4.51  0.448

Summary:
**Gap between HOMO and LUMO (alpha / beta)**: 5.4192 / 5.3497 eV
**LUMO energy (alpha / beta)**: -13.1 / -12.8 eV
**Energy**: -59613.2892 eV
**Maximum force**: 6.266 eV Å⁻¹
**Multiplicity**: 4
**Net charge**: +3
**ΔE to the lowest compared entry with this formula, charge and spin**: 0.0 kcal per mole

---

Record 3
Density functional theory data (wB97M-V/def2-TZVPD) for a molecular structure, C34H43Cl2N8OSSeZn in a non-equilibrium geometry.

Last column: Löwdin charge in e.
Atoms and positions in Å:
Zn -0.37 -1.33 1.57  0.210
N 2.35 -0.96 4.88  0.091
C 1.63 -1.21 3.78  -0.866
S -0.07 -1.29 3.95  0.587
N 2.33 -1.42 2.68  0.013
N 1.67 -1.54 1.55  -0.054
C 2.22 -1.94 0.45  -0.188
C 3.62 -2.36 0.32  -0.181
C 4.65 -1.53 0.76  -0.034
C 5.97 -1.93 0.62  -0.068
C 6.27 -3.18 0.09  -0.075
C 5.25 -4.03 -0.30  -0.068
C 3.93 -3.62 -0.20  -0.038
C 1.33 -2.00 -0.70  -0.244
C 1.82 -2.18 -2.01  0.005
C 0.92 -2.34 -3.04  -0.032
C -0.44 -2.31 -2.76  -0.050
C -0.84 -2.08 -1.46  -0.165
N 0.02 -1.91 -0.46  0.037
H 1.89 -0.91 5.78  0.092
H 3.35 -0.98 4.82  0.108
H 4.41 -0.58 1.19  0.098
H 6.77 -1.27 0.93  0.107
H 7.30 -3.49 -0.01  0.107
H 5.49 -5.00 -0.69  0.107
H 3.14 -4.29 -0.51  0.096
H 2.89 -2.20 -2.18  0.124
H 1.27 -2.50 -4.05  0.120
H -1.17 -2.47 -3.53  0.112
H -1.88 -2.05 -1.18  0.103
C 2.19 4.50 1.82  -0.104
C 2.36 4.42 0.31  -0.249
C 3.30 3.30 -0.13  -0.173
C 2.73 1.89 0.07  -0.153
N 1.60 1.62 -0.78  -0.005
C 0.31 1.49 -0.39  -0.644
Se -0.28 1.47 1.34  0.778
N -0.47 1.32 -1.48  -0.012
C -1.91 1.24 -1.49  -0.169
C -2.57 2.50 -2.07  -0.171
C -2.37 3.75 -1.21  -0.244
C -3.15 3.72 0.10  -0.112
C 0.34 1.29 -2.60  -0.147
C 0.06 1.09 -3.94  -0.008
C 1.13 1.10 -4.82  -0.074
C 2.43 1.29 -4.37  -0.070
C 2.72 1.47 -3.04  0.003
C 1.65 1.48 -2.15  -0.143
H 1.64 5.40 2.09  0.075
H 3.16 4.54 2.32  0.077
H 1.63 3.65 2.20  0.026
H 2.78 5.37 -0.04  0.110
H 1.39 4.30 -0.16  0.096
H 4.23 3.35 0.44  0.121
H 3.55 3.43 -1.18  0.102
H 2.40 1.77 1.11  0.081
H 3.50 1.16 -0.15  0.118
H -2.24 1.09 -0.46  0.059
H -2.21 0.38 -2.10  0.120
H -3.63 2.30 -2.17  0.116
H -2.17 2.69 -3.07  0.105
H -2.69 4.61 -1.79  0.112
H -1.31 3.89 -0.99  0.098
H -4.20 3.50 -0.09  0.069
H -3.08 4.69 0.59  0.077
H -2.74 2.98 0.78  0.013
H -0.95 0.93 -4.29  0.115
H 0.95 0.96 -5.87  0.108
H 3.24 1.29 -5.09  0.109
H 3.73 1.60 -2.70  0.115
Cl 0.22 -5.16 -0.40  0.594
C -0.14 -5.50 1.29  -0.934
Cl -0.64 -4.02 2.13  0.567
H 0.76 -5.89 1.78  0.039
H -0.96 -6.22 1.35  0.035
N -2.43 -1.36 1.33  0.161
C -3.51 -1.04 1.62  -0.205
N -4.73 -0.74 1.85  -0.077
C -5.49 -1.30 2.96  -0.084
C -6.91 -1.60 2.48  -0.179
O -7.51 -0.45 1.93  -0.114
C -6.80 0.01 0.81  -0.181
C -5.37 0.40 1.19  -0.088
H -5.54 -0.56 3.77  0.141
H -5.00 -2.20 3.32  0.140
H -7.54 -1.91 3.32  0.137
H -6.89 -2.41 1.73  0.134
H -7.34 0.88 0.43  0.136
H -6.78 -0.77 0.03  0.134
H -5.39 1.25 1.89  0.142
H -4.80 0.68 0.31  0.125

Summary:
**Gap between HOMO and LUMO**: 7.1750 eV
**LUMO energy**: -2.7 eV
**Energy**: -199566.5500 eV
**Maximum force**: 1.488 eV Å⁻¹
**Multiplicity**: 1
**Net charge**: +1
**ΔE to the lowest compared entry with this formula, charge and spin**: 13.4 kcal per mole